{
  "formula": "C37H51N4OP2Tc",
  "method": "ωB97M-V/def2-TZVPD",
  "species": ["C", "C", "C", "C", "C", "H", "H", "H", "N", "P", "P", "C", "H", "H", "C", "H", "C", "C", "C", "C", "C", "H", "H", "H", "C", "H", "H", "H", "C", "H", "H", "H", "C", "H", "H", "H", "C", "H", "H", "H", "C", "H", "H", "H", "C", "H", "H", "H", "C", "H", "H", "H", "C", "H", "H", "H", "C", "H", "H", "H", "C", "H", "H", "H", "C", "H", "H", "H", "Tc", "C", "O", "N", "C", "C", "C", "C", "C", "H", "C", "H", "C", "H", "H", "H", "N", "C", "C", "C", "C", "N", "C", "C", "H", "H", "H", "H"],
  "xyz": [[1.57, -1.66, -2.09], [1.54, -2.62, 0.05], [2.28, -2.75, -2.58], [2.27, -3.71, -0.38], [2.66, -3.77, -1.72], [2.56, -2.74, -3.63], [2.55, -4.48, 0.32], [3.27, -4.60, -2.08], [1.15, -1.64, -0.80], [1.14, 1.06, -1.83], [-0.60, -1.67, 1.60], [1.29, -0.44, -2.93], [2.08, -0.33, -3.69], [0.35, -0.57, -3.50], [1.19, -2.33, 1.48], [1.37, -3.20, 2.11], [-0.72, -1.25, 3.48], [-1.71, -3.17, 1.23], [2.96, 1.55, -1.50], [0.32, 2.31, -3.01], [-0.62, 0.27, 3.64], [-1.53, 0.78, 3.29], [-0.51, 0.48, 4.72], [0.24, 0.70, 3.13], [-2.06, -1.71, 4.07], [-2.92, -1.21, 3.61], [-2.20, -2.79, 4.02], [-2.06, -1.43, 5.14], [0.40, -1.90, 4.32], [0.09, -1.87, 5.37], [0.59, -2.95, 4.07], [1.34, -1.34, 4.24], [-3.18, -2.69, 1.33], [-3.28, -1.60, 1.24], [-3.76, -3.13, 0.50], [-3.66, -3.01, 2.26], [-1.44, -3.69, -0.20], [-1.36, -2.89, -0.94], [-0.54, -4.30, -0.24], [-2.29, -4.31, -0.50], [-1.42, -4.32, 2.21], [-0.59, -4.12, 2.90], [-2.31, -4.60, 2.79], [-1.16, -5.22, 1.63], [0.26, 3.67, -2.30], [-0.67, 4.18, -2.59], [0.25, 3.59, -1.20], [1.10, 4.31, -2.58], [-1.11, 1.82, -3.30], [-1.14, 0.81, -3.74], [-1.73, 1.85, -2.40], [-1.55, 2.52, -4.02], [1.08, 2.47, -4.35], [0.33, 2.61, -5.15], [1.70, 3.37, -4.37], [1.69, 1.60, -4.63], [3.73, 0.46, -0.74], [4.72, 0.31, -1.20], [3.86, 0.74, 0.31], [3.24, -0.52, -0.77], [2.91, 2.84, -0.66], [2.22, 2.75, 0.19], [3.91, 3.00, -0.26], [2.64, 3.71, -1.27], [3.71, 1.81, -2.81], [3.74, 0.92, -3.46], [3.33, 2.67, -3.36], [4.75, 2.04, -2.53], [0.07, 0.11, 0.11], [-1.31, -0.50, -1.08], [-2.16, -0.85, -1.83], [1.62, 0.03, 1.36], [2.05, -1.09, 1.85], [3.29, -1.23, 2.63], [3.76, -0.09, 3.32], [4.02, -2.44, 2.69], [4.89, -0.18, 4.12], [3.20, 0.84, 3.19], [5.17, -2.51, 3.47], [3.67, -3.29, 2.10], [5.60, -1.39, 4.20], [5.22, 0.69, 4.69], [5.72, -3.45, 3.52], [6.49, -1.46, 4.82], [-5.93, 3.67, -2.09], [-5.05, 3.31, -1.40], [-3.97, 2.78, -0.61], [-2.74, 3.46, -0.52], [-1.68, 2.83, 0.14], [-1.74, 1.54, 0.53], [-2.98, 1.01, 0.67], [-4.08, 1.53, 0.02], [-2.59, 4.44, -0.97], [-0.77, 3.38, 0.41], [-3.10, 0.15, 1.34], [-4.99, 0.95, -0.08]],
  "gap_ev": [7.74, 3.77],
  "s2": 3.786,
  "energy_ev": -67953.336,
  "charge": 3,
  "spin_multiplicity": 4
}